{"formula": "C28H35Cl16N3O10PS", "method": "ωB97M-V with the def2-TZVPD basis set", "elements": ["C", "C", "C", "C", "C", "C", "C", "N", "C", "C", "O", "O", "C", "C", "O", "C", "C", "C", "S", "C", "N", "N", "C", "O", "C", "C", "C", "C", "O", "C", "C", "C", "O", "O", "C", "P", "O", "O", "O", "H", "H", "H", "H", "H", "H", "H", "H", "H", "H", "H", "H", "H", "H", "H", "H", "H", "H", "H", "H", "H", "H", "H", "H", "H", "H", "H", "H", "H", "H", "H", "H", "H", "H", "H", "C", "Cl", "Cl", "Cl", "Cl", "C", "Cl", "Cl", "Cl", "Cl", "C", "Cl", "Cl", "Cl", "Cl", "C", "Cl", "Cl", "Cl", "Cl"], "xyz": [[-3.4791, 5.1281, 1.9764], [-2.5290, 5.8206, 0.9168], [-2.4031, 4.9733, -0.4426], [-1.1740, 4.0005, -0.2443], [-1.3537, 2.5860, -0.9848], [-0.4027, 1.5911, -0.2091], [0.9289, 1.2766, -0.7258], [1.8165, 0.4323, -0.0456], [3.1547, 0.2553, -0.6978], [3.3042, -1.1348, -1.4021], [4.2632, -1.8062, -1.0960], [2.3852, -1.5649, -2.3771], [3.2144, -1.7715, -3.5476], [3.3722, -3.1884, -4.2023], [3.8008, -0.8002, -3.9564], [1.5020, -0.1782, 1.1755], [2.5465, -1.0719, 1.9028], [2.0370, -2.5268, 2.2693], [3.4391, -3.7634, 2.2243], [2.6428, -5.1739, 1.3716], [3.1642, -6.4153, 1.5937], [2.3816, -7.2610, 0.8726], [1.4290, -6.5165, 0.2358], [1.5685, -5.1443, 0.5090], [0.1405, 0.0601, 1.7568], [-0.3256, -0.5725, 3.1236], [0.6342, 0.0548, 4.2517], [-0.1651, 0.7417, 5.4185], [-0.8793, -0.1739, 6.2548], [0.0758, -0.7437, 7.1842], [-0.8273, 0.9437, 1.0707], [-2.2602, 1.2617, 1.5755], [-2.3665, 1.7419, 2.6860], [-3.4117, 1.0862, 0.8351], [-3.4014, -0.1432, 0.0779], [-4.8450, -0.2769, -1.1305], [-4.3125, -1.0375, -2.3277], [-6.1206, -1.1508, -0.5206], [-5.3683, 1.2060, -1.6721], [-4.5661, 5.3071, 1.7499], [-3.2312, 5.4453, 3.0204], [-3.2993, 4.0171, 1.8807], [-2.7500, 6.9009, 0.7381], [-1.4918, 5.7903, 1.3710], [-3.3599, 4.4670, -0.7242], [-2.0880, 5.7313, -1.2265], [-1.1374, 3.7436, 0.8599], [-0.1773, 4.4447, -0.4894], [-2.4137, 2.2399, -1.0038], [-0.9249, 2.6942, -2.0216], [1.2485, 1.7284, -1.6993], [3.3245, 1.1348, -1.3650], [3.9053, 0.3342, 0.1340], [2.4761, -3.8263, -3.9977], [4.3338, -3.6509, -3.8685], [3.4742, -2.9946, -5.3143], [3.5299, -1.1666, 1.3768], [2.7731, -0.5559, 2.8823], [1.1742, -2.8939, 1.6630], [1.7226, -2.4981, 3.3520], [0.6607, -6.9551, -0.4401], [-1.3862, -0.3243, 3.3715], [-0.2583, -1.6968, 3.1012], [1.2695, 0.8623, 3.7806], [1.3626, -0.7297, 4.5982], [0.5741, 1.3095, 6.0573], [-0.8727, 1.5243, 5.0150], [0.8930, -1.3053, 6.6416], [-0.5036, -1.5182, 7.7605], [0.5184, 0.0390, 7.8542], [-2.4845, -0.3009, -0.5495], [-3.5152, -1.0137, 0.7858], [-6.2145, -1.9229, -1.1157], [-6.3348, 1.2357, -1.5108], [-8.1403, 0.2465, -4.6177], [-9.6715, -0.3702, -5.2597], [-7.8408, -0.4657, -3.0183], [-6.8187, -0.1899, -5.7124], [-8.2277, 2.0110, -4.4668], [7.1018, -5.2418, 1.3158], [8.1637, -6.1065, 0.1875], [5.5622, -6.1173, 1.4777], [7.8905, -5.1296, 2.9011], [6.7916, -3.6076, 0.6941], [-2.9416, 8.5000, -3.0944], [-3.9261, 7.6051, -4.2655], [-3.7236, 8.4484, -1.5091], [-1.3358, 7.7537, -2.9778], [-2.7752, 10.1817, -3.6237], [6.2985, -4.7721, -6.8804], [7.0477, -5.5366, -8.2909], [4.5837, -4.4613, -7.2173], [6.4370, -5.8492, -5.4783], [7.1169, -3.2389, -6.5319]], "forces_ev_per_angstrom": [[0.266, -0.188, -0.824], [0.430, -0.754, 0.312], [1.349, 1.633, 0.492], [-1.304, -1.341, 0.677], [2.129, 0.356, 0.341], [0.724, -1.433, 0.447], [-2.046, 0.080, 1.561], [-1.644, 0.661, 0.278], [-0.138, 0.100, 0.751], [1.127, -0.620, 0.562], [-1.409, 0.863, -0.501], [1.445, 0.444, 0.769], [1.334, 0.216, -1.647], [-0.829, 1.067, -0.157], [-0.896, -1.289, 0.594], [-1.826, 0.679, -0.199], [-0.038, 0.129, 0.335], [-0.170, 0.033, 0.880], [-1.673, -0.534, -1.305], [1.472, -1.339, 1.109], [-3.195, 3.157, -0.817], [-3.040, 1.921, -2.225], [2.479, -1.769, 1.444], [1.274, -1.951, 0.992], [-0.882, 0.595, -1.101], [1.209, 0.282, -0.031], [-0.276, 0.105, -0.289], [0.429, 0.562, -0.003], [1.568, 0.345, -0.118], [-0.628, -1.091, 0.022], [2.481, -0.553, -2.490], [-0.238, 0.692, 2.213], [0.338, -0.476, -1.624], [1.886, -0.747, -0.046], [-0.990, -0.580, 0.033], [0.217, -1.602, -4.166], [-0.406, 1.082, 2.354], [1.393, 1.547, -0.024], [-0.067, -1.955, 2.218], [1.057, -0.086, 0.284], [-0.357, -0.245, -0.917], [-0.282, 1.070, 0.370], [-0.096, -0.980, 0.091], [-1.017, 0.285, -0.484], [0.889, 0.328, 0.227], [-0.780, -1.095, 0.586], [0.021, 0.361, -1.051], [-0.939, -0.223, 0.021], [0.964, 0.328, 0.015], [-0.807, -0.309, 0.860], [-0.113, -0.696, 1.143], [-0.229, -1.031, 0.222], [-0.551, -0.328, -1.147], [0.977, 0.418, -0.089], [-0.898, 0.390, 0.025], [-0.202, -0.208, 1.462], [-1.074, 0.169, 0.170], [-0.199, -0.434, -1.095], [0.860, 0.373, 0.319], [0.140, -0.175, -1.250], [0.675, 0.993, 0.723], [0.982, -0.050, -0.452], [0.019, 1.232, -0.045], [-0.698, -0.700, 0.498], [-0.838, 0.782, 0.004], [-0.584, -0.480, -0.621], [0.538, -1.098, 0.252], [-0.686, 0.694, 0.533], [0.681, 0.960, -0.351], [-0.433, -0.667, -0.542], [-0.887, 0.352, 0.435], [0.139, 0.759, -0.694], [0.191, 0.394, 0.202], [0.380, 0.337, -0.230], [-0.016, 0.020, -0.317], [0.217, 0.082, 0.135], [-0.215, 0.037, -0.108], [-0.164, 0.056, 0.199], [0.024, -0.195, 0.041], [0.187, -0.363, 0.004], [-0.087, 0.134, 0.107], [1.392, 0.608, -0.027], [-0.092, 0.026, -0.172], [0.020, -0.124, 0.011], [-0.082, 0.099, -0.123], [0.133, 0.074, 0.132], [0.013, 0.028, -0.084], [-0.048, 0.089, -0.062], [-0.004, -0.247, 0.087], [0.177, -0.039, -0.061], [-0.133, 0.112, 0.211], [0.154, -0.116, -0.133], [-0.046, 0.130, -0.122], [-0.127, -0.159, -0.013]], "mulliken_charge": [-0.699, -0.494, 0.327, -0.537, -0.917, 0.033, 0.035, 0.170, -1.680, 1.241, -0.521, -0.292, 0.660, -0.646, -0.501, 0.872, -1.191, -0.974, -0.043, 0.557, -0.182, -0.514, -0.026, -0.174, -0.014, -0.967, -0.445, -0.738, -0.367, -0.618, 0.675, -0.337, -0.470, -0.247, -0.340, 0.881, -0.726, -0.507, -0.495, 0.295, 0.321, 0.001, 0.274, 0.287, 0.310, -0.334, 0.233, 0.371, -0.068, 0.587, 0.437, 0.603, 0.398, 0.315, 0.240, 0.184, 0.612, 0.463, 0.637, 0.163, 0.380, 0.589, 0.493, 0.420, 0.094, 0.402, 0.249, 0.232, 0.264, 0.287, 0.294, 0.456, 0.366, 0.343, 0.355, -0.086, -0.068, -0.083, -0.104, 0.332, -0.108, -0.012, -0.106, -0.081, 0.380, -0.096, -0.092, -0.130, -0.093, 0.370, -0.089, -0.105, -0.088, -0.085], "total_energy_ha": -10106.8199, "spin_multiplicity": 1, "homo_lumo_gap_ev": 6.77, "charge": 1}